Here is a 12-piece molecular cluster, C5H28F7N2O13P overall from OMol25. Energies are from wB97M-V/def2-TZVPD.

Element x y z (Å)
1 N -3.79010 -1.03474 -1.61290
2 C -2.95852 -0.41803 -0.57445
3 P -1.74598 0.82090 -1.22391
4 C -0.80684 1.28886 0.30460
5 O -0.63408 2.70307 0.38606
6 N 0.67009 2.96600 0.94302
7 O 0.61793 2.75704 2.09040
8 C -0.47306 0.09014 -2.41244
9 F 0.75523 0.47683 -2.10094
10 F -0.72355 0.64775 -3.63216
11 C -0.47203 -1.42877 -2.66443
12 F 0.60312 -1.68159 -3.43515
13 F -1.48862 -1.81854 -3.36786
14 C -0.29577 -2.31222 -1.37792
15 F -0.00104 -1.61534 -0.31466
16 F 0.68269 -3.17719 -1.55154
17 F -1.37559 -3.03437 -1.21151
18 H -4.61816 -1.42565 -1.18008
19 H -4.07571 -0.30232 -2.25632
20 H -2.50829 -1.16261 0.08304
21 H -3.60952 0.16856 0.08782
22 H 0.18102 0.82155 0.30862
23 H -1.31853 0.89334 1.18508
24 O 2.93514 1.64417 3.78316
25 H 3.01195 0.95382 3.11287
26 H 2.02313 1.94429 3.70241
27 O 2.54629 5.60120 2.01136
28 H 2.17716 6.28079 2.58975
29 H 1.85969 4.92679 1.97492
30 O 0.11107 3.46895 -3.83000
31 H 0.48789 2.65395 -3.48264
32 H 0.85796 3.92957 -4.22729
33 O 1.58025 6.92797 4.99461
34 H 2.53017 6.84498 5.13798
35 H 1.19585 6.25983 5.57286
36 O -3.98892 -4.49618 -0.33860
37 H -3.58429 -5.30196 0.00303
38 H -3.26598 -4.03940 -0.78264
39 O 1.53327 -0.94177 -6.38523
40 H 0.94226 -1.31347 -7.04887
41 H 0.94076 -0.55560 -5.73012
42 O 2.66471 -0.45005 5.80509
43 H 2.80115 -1.30259 5.37812
44 H 2.97053 0.19918 5.15275
45 O 2.15019 -1.69013 2.21589
46 H 1.38613 -2.10167 1.79771
47 H 2.89459 -1.96371 1.66773
48 O 1.62029 -5.86996 -1.16607
49 H 1.01852 -5.14430 -1.36549
50 H 1.56834 -6.44552 -1.93679
51 O -5.00309 -3.25772 2.46019
52 H -4.88707 -3.95721 1.80504
53 H -5.91962 -2.98189 2.35454
54 O 3.03402 2.03348 -0.45328
55 H 3.59775 1.26357 -0.31857
56 H 3.59522 2.65789 -0.92682

E_tot	-2335.1914	hartree
molecular weight	488.240	g mol⁻¹
SMILES	NCP(CON=O)C(F)(F)C(F)(F)C(F)(F)F.O.O.O.O.O.O.O.O.O.O.O
gap between HOMO and LUMO	8.87	eV

=====

Here is a 9-piece molecular cluster, C5H28N10O9 overall from OMol25. Energies are from wB97M-V/def2-TZVPD.

Element x y z (Å)
1 N 0.80808 3.72469 2.39707
2 C 2.15146 3.56259 2.49051
3 N 2.59645 2.32027 2.11779
4 O 2.92816 4.50116 2.76843
5 H 0.61980 4.71288 2.47039
6 H 0.21588 2.96786 2.38668
7 H 1.83443 1.63461 2.10094
8 H 3.47178 2.19845 2.53930
9 N 2.51302 -3.50937 0.70822
10 C 1.17659 -3.75565 0.66178
11 N 0.85995 -4.85704 -0.04178
12 O 0.38268 -2.91076 1.07562
13 H 3.06633 -4.25368 1.02420
14 H 2.81266 -2.69102 1.23143
15 H 1.63578 -5.33252 -0.45753
16 H -0.05015 -5.19774 -0.19380
17 N -1.75684 1.80023 -1.77387
18 C -0.68472 2.65979 -1.98639
19 N -0.75627 3.81617 -1.27134
20 O 0.21058 2.28990 -2.72183
21 H -1.89790 1.12644 -2.50692
22 H -2.56927 2.17263 -1.28607
23 H -1.32925 3.92847 -0.44478
24 H 0.15409 4.27542 -1.11240
25 N 1.29880 -0.25625 -1.86566
26 C 2.08907 0.39602 -0.88820
27 N 2.66217 1.56846 -1.23904
28 O 2.35913 -0.14000 0.16587
29 H 0.81515 -1.01074 -1.39747
30 H 0.84090 0.29294 -2.57153
31 H 2.34010 1.99789 -2.09449
32 H 3.16375 2.02673 -0.49081
33 N -2.53126 -2.98061 0.18276
34 C -2.78635 -3.61931 -0.97586
35 N -3.85796 -3.08851 -1.70057
36 O -2.09234 -4.58425 -1.36203
37 H -2.90475 -2.03610 0.40934
38 H -1.59192 -3.06889 0.54146
39 H -4.39684 -2.36525 -1.20960
40 H -4.29937 -3.78173 -2.30685
41 O 1.80088 -0.69350 2.74767
42 H 1.23911 -1.46029 2.61786
43 H 1.97135 -0.49340 1.81754
44 O -0.84090 1.24315 1.50614
45 H -0.53489 0.98382 0.64533
46 H -0.54655 0.40006 1.93484
47 O -1.27565 -1.27887 -3.02615
48 H -2.11784 -1.72936 -3.24965
49 H -0.64605 -2.01559 -2.83186
50 O -2.65159 3.84169 1.45099
51 H -2.28089 2.95315 1.47620
52 H -3.61856 3.71495 1.53810

E_tot	-1432.2629	hartree
molecular weight	372.340	g mol⁻¹
SMILES	NC(N)=O.NC(N)=O.NC(N)=O.NC(N)=O.NC(N)=O.O.O.O.O
gap between HOMO and LUMO	9.39	eV
energy relative to the best compared isomer or geometry (same formula, charge and spin)	0.0	kJ/mol

=====

Here is a 9-piece molecular cluster, C5H28N2O8 overall from OMol25. Energies are from wB97M-V/def2-TZVPD.

Element x y z (Å)
1 N 1.09412 2.37325 1.77335
2 C -0.30361 2.50430 1.56535
3 C -1.04930 1.76235 0.77075
4 C -2.49203 2.23241 0.41901
5 C -2.91752 1.45485 -0.85615
6 C -2.80263 -0.08176 -0.67145
7 N -2.99734 -0.72024 0.61766
8 H 1.40402 1.39720 1.70652
9 H 1.46899 2.97407 2.48342
10 H -0.58603 3.43625 2.09231
11 H -0.83794 0.90597 0.15429
12 H -2.49564 3.30361 0.17715
13 H -3.16292 2.16359 1.24506
14 H -3.96156 1.66766 -1.11557
15 H -2.24169 1.68792 -1.67629
16 H -1.82807 -0.39409 -1.10376
17 H -3.48921 -0.49994 -1.37985
18 H -2.73034 -0.12017 1.37768
19 H -3.80266 -1.30542 0.62559
20 O 1.63508 -0.08029 -1.65295
21 H 1.84390 -0.73583 -2.37752
22 H 1.28513 -0.62353 -0.93329
23 O -1.74946 -3.20449 -0.68628
24 H -2.48812 -2.68497 -0.34552
25 H -1.28740 -3.53323 0.10180
26 O 0.74826 2.31577 -2.13976
27 H 0.58591 2.78618 -1.30570
28 H 0.95495 1.39464 -1.87117
29 O -0.46954 -1.93019 1.63826
30 H 0.38428 -1.51413 1.48976
31 H -1.11436 -1.58151 0.98540
32 O 4.16698 -0.27944 -0.57758
33 H 3.24528 -0.10779 -0.92722
34 H 4.30514 0.61738 -0.19278
35 O 0.13935 -2.33403 -2.75761
36 H -0.08994 -2.67698 -1.89213
37 H -0.63306 -2.37514 -3.32303
38 O 2.42970 -1.79656 0.73949
39 H 3.07268 -1.31695 0.17607
40 H 2.77171 -2.68142 0.89966
41 O 2.49370 0.08126 2.41280
42 H 2.39376 -0.24084 3.33503
43 H 2.26188 -0.76903 1.93680

E_tot	-918.6887	hartree
molecular weight	244.285	g mol⁻¹
SMILES	N/C=C/CCCN.O.O.O.O.O.O.O.O
gap between HOMO and LUMO	8.14	eV
energy relative to the best compared isomer or geometry (same formula, charge and spin)	202.1	kJ/mol